DFT (ωB97M-V with the def2-TZVPD basis set) results for a 4-piece molecular cluster, C2H11NO3 overall.

Summary:
SMILES string: C=CN.O.O.O
HOMO-LUMO gap, eV: 9.63
LUMO level, eV: 0.63
Energy above the lowest of the compared OMol25 structures with the same formula, charge and spin, kJ/mol: 50.2
HOMO, eV: -8.998

Geometry as XYZ:
```
17
Properties=species:S:1:pos:R:3:nbo_charge:R:1
C -1.57 -0.59 1.11 -0.51
C -1.39 0.65 0.68 -0.01
N -0.38 1.09 -0.21 -0.88
H -1.04 -1.42 0.68 0.21
H -2.40 -0.73 1.80 0.21
H -1.99 1.43 1.13 0.18
H -0.39 0.51 -1.05 0.42
H -0.63 2.04 -0.47 0.37
H 0.77 -0.40 2.53 0.48
H 0.88 0.67 1.45 0.49
O 1.41 0.17 2.09 -0.97
H 2.23 0.34 -0.88 0.47
H 2.13 -0.73 0.13 0.49
O 2.39 -0.61 -0.80 -0.96
H -0.63 -0.65 -3.26 0.48
H 0.78 -0.96 -2.51 0.51
O -0.17 -0.80 -2.43 -0.97
```

=====

DFT (ωB97M-V with the def2-TZVPD basis set) results for C22H27F3INO2Si2 as an isolated structure in a non-equilibrium geometry.

Summary:
HOMO-LUMO gap, eV: 9.61
LUMO level, eV: 0.56
Energy above the lowest of the compared OMol25 structures with the same formula, charge and spin, kJ/mol: 41.6
HOMO, eV: -9.049

Geometry as XYZ:
```
58
Properties=species:S:1:pos:R:3:nbo_charge:R:1
C -2.62 -1.81 -1.35 -0.42
N -1.58 -1.52 -2.37 -0.52
C -1.93 -2.13 -3.66 -0.41
C -0.35 -2.15 -1.93 0.75
O -0.21 -3.37 -1.94 -0.57
C 0.75 -1.26 -1.48 -0.98
Si 2.19 -2.39 -0.98 1.42
O 3.50 -1.44 -0.51 -1.24
Si 4.83 -2.27 -0.01 1.22
I 4.66 -2.82 2.37 -0.24
H -2.27 -2.51 -0.60 0.20
H -3.49 -2.25 -1.80 0.21
H -2.88 -0.89 -0.84 0.20
H -2.47 -3.06 -3.54 0.18
H -2.50 -1.44 -4.26 0.20
H -1.03 -2.38 -4.22 0.20
H 1.10 -0.63 -2.29 0.27
H 0.43 -0.60 -0.68 0.27
H 1.78 -3.34 0.06 -0.19
H 2.56 -3.18 -2.17 -0.20
H 6.06 -1.53 -0.30 -0.17
H 4.86 -3.56 -0.72 -0.19
F 3.80 3.33 5.71 -0.33
C 3.63 2.67 4.54 0.40
C 3.94 1.33 4.48 -0.29
C 3.76 0.65 3.28 -0.20
C 3.29 1.33 2.17 -0.23
C 2.99 2.69 2.25 -0.20
C 3.16 3.36 3.45 -0.29
H 4.31 0.82 5.36 0.23
H 3.99 -0.40 3.21 0.22
H 3.16 0.80 1.23 0.22
H 2.63 3.22 1.38 0.23
H 2.92 4.41 3.54 0.23
F -5.77 -2.71 -1.49 -0.33
C -5.97 -3.88 -0.84 0.40
C -6.84 -3.91 0.23 -0.29
C -7.04 -5.11 0.89 -0.19
C -6.38 -6.26 0.48 -0.23
C -5.51 -6.21 -0.60 -0.19
C -5.31 -5.01 -1.28 -0.29
H -7.33 -3.00 0.55 0.23
H -7.72 -5.15 1.73 0.22
H -6.54 -7.19 1.00 0.22
H -4.99 -7.10 -0.93 0.22
H -4.64 -4.95 -2.12 0.23
F 1.64 4.22 -0.25 -0.33
C 1.70 5.57 -0.33 0.40
C 0.54 6.30 -0.14 -0.29
C 0.61 7.68 -0.23 -0.19
C 1.82 8.31 -0.51 -0.23
C 2.96 7.55 -0.70 -0.19
C 2.91 6.17 -0.61 -0.29
H -0.39 5.79 0.07 0.23
H -0.28 8.27 -0.08 0.22
H 1.86 9.39 -0.58 0.22
H 3.90 8.03 -0.92 0.22
H 3.79 5.56 -0.74 0.23
```

=====

DFT (ωB97M-V with the def2-TZVPD basis set) results for an isolated ion of composition C2H3FNOS and charge -1 in a non-equilibrium geometry.

Summary:
SMILES string: O=C(F)C[N-]S
HOMO-LUMO gap, eV: 5.65
LUMO level, eV: 3.91
Charge: -1
HOMO, eV: -1.740

Geometry as XYZ:
```
9
Properties=species:S:1:pos:R:3:nbo_charge:R:1
O -1.33 1.56 -0.94 -0.56
C -1.45 0.34 -0.68 0.86
F -2.51 -0.47 -1.25 -0.40
C -0.33 -0.32 0.31 -0.33
N 0.98 -0.05 -0.33 -0.95
S 2.18 0.39 0.84 -0.02
H -0.50 -1.47 0.38 0.14
H -0.43 0.08 1.39 0.18
H 3.40 -0.06 0.27 0.07
```

=====

DFT (ωB97M-V with the def2-TZVPD basis set) results for a 2-piece molecular cluster, C3H8NO2P overall in a non-equilibrium geometry.

Summary:
HOMO-LUMO gap (spin up / spin down), eV: 7.95 / 7.94
LUMO level (spin up / spin down), eV: 0.04 / 0.04
Energy above the lowest of the compared OMol25 structures with the same formula, charge and spin, kJ/mol: 379.9
HOMO (spin up / spin down), eV: -7.906 / -7.905

Geometry as XYZ:
```
15
Properties=species:S:1:pos:R:3:nbo_charge:R:1
C 2.16 0.47 0.00 0.71
C -0.33 1.56 0.23 -0.81
C 1.00 -0.13 -0.74 -0.05
N 0.47 -1.35 -0.29 -0.82
O 2.56 0.02 1.20 -0.66
O 2.68 1.46 -0.40 -0.57
P -1.93 0.73 0.11 0.35
H 0.03 1.55 1.39 0.23
H -0.16 2.52 -0.31 0.24
H 0.77 0.03 -1.82 0.24
H 0.50 -1.52 0.73 0.38
H 2.38 -0.98 1.13 0.47
H -0.40 -1.62 -0.74 0.40
H -1.75 -0.30 1.00 -0.05
H -1.66 -0.12 -1.13 -0.07
```

=====

DFT (ωB97M-V with the def2-TZVPD basis set) results for BH22NaO9 as an isolated structure in a non-equilibrium geometry.

Summary:
HOMO-LUMO gap, eV: 8.48
LUMO level, eV: -1.52
Energy above the lowest of the compared OMol25 structures with the same formula, charge and spin, kJ/mol: 0.0
HOMO, eV: -9.993

Geometry as XYZ:
```
33
Properties=species:S:1:pos:R:3:nbo_charge:R:1
Na -2.41 -0.95 0.77 0.98
B -0.12 0.00 -0.18 -0.94
H -0.43 0.33 0.80 -0.03
H -0.14 -1.08 -0.12 0.00
H -0.92 0.29 -0.85 -0.01
H 0.82 0.40 -0.54 0.00
O -2.69 -2.05 -1.39 -1.00
H -2.43 -2.95 -1.61 0.48
H -2.24 -1.51 -2.03 0.52
O 2.10 -1.90 0.46 -0.97
H 1.91 -1.48 1.30 0.49
H 1.55 -1.43 -0.17 0.48
O 1.43 3.54 -2.26 -0.93
H 1.32 2.61 -2.45 0.47
H 2.38 3.67 -2.25 0.47
O -0.28 -1.23 -2.73 -0.99
H -0.15 -0.70 -1.94 0.51
H 0.20 -0.76 -3.42 0.47
O -0.68 1.97 2.99 -0.92
H -1.51 1.68 2.63 0.44
H -0.89 2.75 3.50 0.48
O 0.99 -0.85 2.82 -0.96
H 0.51 -0.10 2.47 0.49
H 0.83 -0.81 3.77 0.48
O -0.48 -4.59 0.12 -0.93
H -1.25 -4.62 -0.45 0.45
H -0.10 -3.73 -0.03 0.49
O -1.10 2.56 0.08 -0.93
H -1.81 2.09 0.50 0.43
H -0.46 1.88 -0.15 0.50
O 2.20 2.30 0.46 -0.95
H 2.15 3.06 -0.12 0.47
H 1.70 1.62 0.01 0.47
```

=====

DFT (ωB97M-V with the def2-TZVPD basis set) results for a 2-piece molecular cluster, C9H14N2 overall in a non-equilibrium geometry.

Summary:
SMILES string: C=C=C(C)C.Cn1ccnc1
HOMO-LUMO gap, eV: 9.56
LUMO level, eV: 0.73
Energy above the lowest of the compared OMol25 structures with the same formula, charge and spin, kJ/mol: 433.5
HOMO, eV: -8.827

Geometry as XYZ:
```
25
Properties=species:S:1:pos:R:3:nbo_charge:R:1
C -3.07 -0.02 -1.01 -0.10
C -2.05 -0.28 -0.17 -0.12
C -2.53 1.83 -0.08 0.15
C 1.76 -1.59 0.15 0.08
C -1.12 0.65 1.87 -0.45
C 2.01 -0.59 -0.66 -0.08
C 1.36 -2.38 1.07 -0.50
C 1.02 0.42 -1.04 -0.64
C 3.41 -0.20 -0.99 -0.62
N -3.31 1.32 -0.96 -0.46
N -1.85 0.84 0.55 -0.35
H -3.81 -0.70 -1.59 0.22
H -1.62 -1.18 0.16 0.22
H -2.69 2.76 0.36 0.19
H -1.48 1.74 2.30 0.20
H -1.77 0.05 2.55 0.25
H 1.35 -1.99 2.12 0.22
H 1.00 -3.34 0.77 0.22
H -0.05 0.74 1.63 0.25
H 0.97 0.80 -2.10 0.22
H 1.33 1.27 -0.56 0.21
H -0.07 0.29 -0.84 0.24
H 3.45 0.84 -1.28 0.22
H 3.63 -0.80 -1.97 0.22
H 4.14 -0.49 -0.28 0.22
```

=====

Number 1: electronic energy -9884.6792 eV. Number 2: electronic energy -60847.5110 eV. Number 3: electronic energy -19211.4008 eV. Number 4: electronic energy -18111.1443 eV. Number 5: electronic energy -23875.3108 eV. Number 6: electronic energy -12535.9423 eV.